No. 1
25
Properties=species:S:1:pos:R:3 method="wB97M-V/def2-TZVPD" homo_lumo_gap_ev=9.1 e_above_lowest_kj_mol=45.93 smiles="Cc1ccc(O)cc1.CC(N)=O" homo_energy_ev=-8.3508 lumo_ha=0.0285 total_energy_ha=-555.98623
C -2.71039 -2.27473 -0.69596
C -2.18220 -1.10167 0.07727
C -0.97692 -0.52640 -0.37620
C -0.43943 0.55761 0.29211
C -1.05058 1.07478 1.42293
O -0.34147 2.03108 2.12305
C -2.22003 0.51505 1.89699
C -2.71320 -0.63016 1.26397
H -3.25799 -1.97687 -1.59142
H -3.45605 -2.83053 -0.11307
H -1.92420 -2.97697 -0.94196
H -0.39127 -1.04326 -1.12633
H 0.58600 0.79402 0.04895
H -0.94410 2.56025 2.64665
H -2.76383 0.84216 2.77474
H -3.45994 -1.26239 1.73521
C 2.63993 1.42930 -1.71572
C 3.03312 0.11246 -1.05676
N 3.84362 0.15656 0.01842
O 2.62998 -0.91564 -1.56198
H 3.06102 1.38523 -2.72510
H 3.10828 2.31872 -1.31652
H 1.57197 1.47596 -1.85958
H 4.16293 -0.72761 0.37875
H 4.19477 1.01304 0.40159



No. 2
25
Properties=species:S:1:pos:R:3 method="wB97M-V/def2-TZVPD" homo_lumo_gap_ev=9.3 e_above_lowest_kj_mol=175.56 smiles="Cc1ccc(O)cc1.CC(N)=O" homo_energy_ev=-8.6857 lumo_ha=0.0238 total_energy_ha=-555.93686
C -1.44774 2.18300 0.94220
C -0.54829 1.10643 1.20374
C -1.19904 -0.14741 1.50944
C -0.46880 -1.28404 1.68260
C 0.91476 -1.21692 1.65668
O 1.63942 -2.41277 1.92030
C 1.61197 -0.01923 1.22481
C 0.86190 1.15083 0.99148
H -2.30125 2.26861 0.14374
H -0.85699 3.05926 0.70098
H -1.99984 2.41900 1.91653
H -2.24400 -0.03107 1.76311
H -0.82641 -2.12811 2.01758
H 2.23295 -2.28062 2.69950
H 2.66227 0.08365 0.88252
H 1.27721 2.14562 0.81077
C 0.25247 0.55284 -2.35779
C -0.41166 -0.69996 -2.79969
N 0.18933 -1.91987 -2.43483
O -1.39470 -0.61676 -3.45973
H -0.31443 1.41899 -2.78257
H 1.37411 0.41574 -2.66029
H 0.33487 0.65915 -1.27151
H -0.26792 -2.78592 -2.57255
H 0.92981 -1.92043 -1.72702



No. 3
28
Properties=species:S:1:pos:R:3 method="wB97M-V/def2-TZVPD" homo_lumo_gap_ev=8.4 e_above_lowest_kj_mol=270.87 smiles="CCOC(=O)N[C@]1(C(C)=S)CCSC1=O" homo_energy_ev=-8.7860 lumo_ha=-0.0155 total_energy_ha=-1427.55390
C -3.26155 -0.47819 1.19725
C -2.87704 -0.75312 -0.27379
O -1.75778 0.03613 -0.61885
C -0.57014 -0.51421 -0.35855
O -0.24377 -1.62832 -0.14871
N 0.37618 0.49603 -0.40359
C 1.73802 0.02143 -0.24584
C 2.56524 1.13795 0.30528
C 1.94924 1.98617 1.34714
S 4.09309 1.25003 -0.10833
C 2.34649 -0.63546 -1.52410
C 3.38765 -1.63664 -1.09348
S 2.85805 -2.22116 0.61009
C 1.71542 -0.90231 0.92111
O 1.26370 -0.72546 2.01486
H -2.37940 -0.50607 1.81290
H -3.80056 0.43897 1.39127
H -3.91031 -1.27368 1.51629
H -3.55297 -0.26091 -0.92942
H -2.79961 -1.83757 -0.40394
H -0.03044 1.45729 -0.54847
H 1.69166 1.38964 2.24539
H 1.09317 2.53860 0.91800
H 2.73441 2.42918 1.93021
H 2.81039 0.20055 -2.15774
H 1.52982 -1.10624 -1.97802
H 3.48046 -2.59983 -1.67581
H 4.43193 -1.38314 -1.09303



Please write out number 3 again, unchanged.
28
Properties=species:S:1:pos:R:3 method="wB97M-V/def2-TZVPD" homo_lumo_gap_ev=8.4 e_above_lowest_kj_mol=270.87 smiles="CCOC(=O)N[C@]1(C(C)=S)CCSC1=O" homo_energy_ev=-8.7860 lumo_ha=-0.0155 total_energy_ha=-1427.55390
C -3.26155 -0.47819 1.19725
C -2.87704 -0.75312 -0.27379
O -1.75778 0.03613 -0.61885
C -0.57014 -0.51421 -0.35855
O -0.24377 -1.62832 -0.14871
N 0.37618 0.49603 -0.40359
C 1.73802 0.02143 -0.24584
C 2.56524 1.13795 0.30528
C 1.94924 1.98617 1.34714
S 4.09309 1.25003 -0.10833
C 2.34649 -0.63546 -1.52410
C 3.38765 -1.63664 -1.09348
S 2.85805 -2.22116 0.61009
C 1.71542 -0.90231 0.92111
O 1.26370 -0.72546 2.01486
H -2.37940 -0.50607 1.81290
H -3.80056 0.43897 1.39127
H -3.91031 -1.27368 1.51629
H -3.55297 -0.26091 -0.92942
H -2.79961 -1.83757 -0.40394
H -0.03044 1.45729 -0.54847
H 1.69166 1.38964 2.24539
H 1.09317 2.53860 0.91800
H 2.73441 2.42918 1.93021
H 2.81039 0.20055 -2.15774
H 1.52982 -1.10624 -1.97802
H 3.48046 -2.59983 -1.67581
H 4.43193 -1.38314 -1.09303